This record from the Open Molecules 2025 dataset describes C51H47AuBrF3N3O2SbSi as an isolated structure at a distorted geometry. The level of theory is ωB97M-V/def2-TZVPD.

Properties
- energy above the lowest of the compared OMol25 structures with the same formula, charge and spin (kJ/mol) = 93.0
- expectation value of S² = 2.0144
- 2S+1 = 3
- E (eV) = -158502.76457
- charge = +2
- frontier orbital gap (alpha / beta) (eV) = 7.7 / 4.8

Each line ends with the Löwdin charge.
Geometry (Å):
H (0.7348, 0.2922, -2.9234)  0.1399
C (-3.5514, 2.3248, -0.6855)  -0.2644
H (5.9379, -2.5942, 0.9561)  0.1110
C (-1.6866, -1.6211, -4.4534)  -0.1670
C (-3.0169, -2.9827, 3.7716)  -0.1195
C (-2.2919, -1.9422, -3.0903)  -0.1420
C (-6.1688, 2.0476, 0.2547)  -0.0550
C (5.3392, 2.0981, 1.4813)  -0.1634
H (-3.2832, -2.3778, -3.2082)  0.1291
H (8.3728, 3.9972, 2.7946)  0.1150
H (-0.6168, 6.4990, -4.3243)  0.1120
H (-2.3110, -0.8770, -4.9501)  0.1206
Sb (-1.4079, -0.4553, 2.8211)  1.5443
C (-2.4013, -0.6437, -2.2720)  -0.1355
H (-2.2311, -3.5559, 3.2992)  0.0875
H (-1.7198, 2.7572, 2.8184)  0.0743
N (4.4372, 1.1597, 1.0578)  0.2060
C (-1.1695, 7.1614, -2.3635)  -0.0586
C (-1.1680, 0.8273, 5.5483)  -0.1129
H (-1.0857, -3.0349, 0.2928)  0.0866
H (-5.2686, 1.4058, 2.0900)  0.1009
O (2.2651, 0.0074, 0.5064)  -0.1690
H (-1.6646, -2.6715, -2.5791)  0.1079
C (1.4942, -0.3050, 3.5449)  -0.1362
H (-2.4359, 1.6939, -3.5112)  0.1212
H (-0.0032, -3.3348, 3.5128)  0.0899
C (-0.0841, -0.4269, -2.9178)  -0.1442
C (-1.1302, 4.8640, -3.0499)  -0.0977
C (-3.8054, 1.8697, 0.6047)  -0.1176
H (-2.9710, 1.6273, 1.2546)  0.0299
H (0.1300, -1.1866, -2.1620)  0.1145
C (-1.5971, 6.7751, -1.1038)  -0.0653
H (6.9343, -0.6823, 1.6290)  0.1792
H (1.2619, 0.7491, 3.4637)  0.1026
C (4.2578, -1.2507, 0.7822)  -0.0779
H (-1.5652, 4.5294, 4.5410)  0.1260
H (3.4451, 1.2433, 0.8071)  0.1424
C (7.5283, 3.4399, 2.4231)  -0.0581
C (-4.0593, -3.6467, 4.3917)  0.0136
H (-1.6834, -2.5111, -5.0789)  0.1240
C (4.9978, -0.0573, 1.0826)  -0.1656
C (4.1262, -3.6414, 0.5930)  -0.6698
Br (4.9279, -5.3647, 0.6182)  0.7804
H (-7.1791, 1.9456, 0.6213)  0.1150
H (4.3049, 3.9800, 1.4483)  0.1161
C (-4.0224, -0.8676, 4.3334)  -0.1275
C (-0.4164, 2.1684, -0.0795)  -0.3011
H (0.4784, -1.8880, -4.4048)  0.1259
C (-1.7858, 5.4370, -0.8162)  -0.0950
C (7.6482, 2.0737, 2.2431)  0.0090
H (-0.0511, -0.3557, -5.0844)  0.1202
C (-4.6426, 2.6381, -1.4992)  -0.0923
C (2.8024, -0.6957, 3.7431)  0.0034
H (-4.0923, -4.7235, 4.4283)  0.1287
H (-4.0005, 0.2139, 4.3121)  0.0965
H (-2.3867, -0.8761, -1.1962)  0.1235
C (-1.5503, 4.4619, -1.7858)  -0.2538
C (-5.0732, -1.5189, 4.9463)  0.0170
C (-1.3863, 1.1651, 4.2189)  -0.3944
C (2.8500, -1.1314, 0.5493)  -0.3009
C (-1.5340, 2.4913, 3.8513)  -0.1210
H (3.5962, 0.0304, 3.8369)  0.1284
H (-0.9512, 4.1329, -3.8240)  0.0881
C (2.0912, -3.0071, 3.7407)  0.0133
C (-1.0893, 1.8112, 6.5123)  0.0214
H (-6.7710, 2.7404, -1.6786)  0.1147
C (4.8757, -2.5074, 0.7924)  -0.0739
O (0.7464, -2.1987, 0.2638)  -0.2242
H (2.2027, -4.4886, 0.2447)  0.1054
C (2.1140, -2.3501, 0.3937)  -0.2007
F (-6.0890, -3.5410, 5.5572)  0.1026
H (-0.6717, 1.9597, -3.4498)  0.1022
C (0.7809, -2.5931, 3.5603)  -0.1112
C (-0.0484, -3.3692, 0.2505)  -0.0704
H (0.5540, 2.4485, -0.4807)  0.0114
C (-1.4536, 3.4898, 4.8053)  0.0108
H (6.3006, 5.1900, 2.3050)  0.1137
C (-1.2269, 3.1349, 6.1252)  -0.2623
Si (-1.7878, 2.6518, -1.2782)  0.7053
H (2.3438, -4.0535, 3.8196)  0.1343
H (-0.5380, 2.7109, 0.8519)  -0.0142
N (-1.3071, 0.2309, -2.5785)  -0.1302
N (6.2745, 0.0692, 1.4967)  0.2169
C (-5.0974, 1.7388, 1.0774)  -0.0668
C (6.5312, 1.4011, 1.7648)  -0.1545
C (-0.9437, 6.2041, -3.3388)  -0.0666
F (4.3701, -2.4343, 3.9057)  0.0848
H (-4.4798, 3.0124, -2.4996)  0.1071
C (6.3438, 4.1248, 2.1426)  -0.0620
C (-5.0764, -2.9042, 4.9721)  -0.2618
C (-5.9385, 2.4941, -1.0367)  -0.0601
F (-1.1359, 4.0962, 7.0460)  0.0975
C (2.7431, -3.5675, 0.3947)  -0.0600
C (-2.9863, -1.5988, 3.7695)  -0.3608
H (0.1127, -3.9495, -0.6622)  0.1064
H (-5.8828, -0.9693, 5.4015)  0.1306
H (0.1670, -3.9993, 1.1156)  0.0945
H (-3.3425, -0.1335, -2.4870)  0.1374
H (8.5664, 1.5613, 2.4720)  0.1197
C (-1.5303, 1.5600, -2.9215)  -0.1447
H (-1.0586, -0.2130, 5.8320)  0.1137
H (-1.0147, 8.2062, -2.5852)  0.1141
H (-0.9237, 1.5702, 7.5511)  0.1311
C (0.4789, -1.2470, 3.4437)  -0.3869
C (-0.2553, -1.0890, -4.3043)  -0.1203
Au (-0.0732, 0.1394, 0.4698)  0.7665
H (-1.7795, 7.5151, -0.3405)  0.1119
C (3.0867, -2.0495, 3.8095)  -0.2634
C (5.2279, 3.4682, 1.6659)  0.0021
H (-2.1212, 5.1383, 0.1648)  0.1014